Record 1
DFT (ωB97M-V with the def2-TZVPD basis set) results for a molecular structure, C13H11BF10GaN3O4S4SeSi in a non-equilibrium geometry.

Calculated values
largest force on an atom: 2.1 eV/A
HOMO: -2.9 eV
energy above the lowest of the compared OMol25 structures with the same formula, charge and spin: 1.510 eV
Kohn-Sham gap: 7.2343 eV

ORCA input file:
```
! wB97M-V def2-TZVPD RIJCOSX def2/J DEFGRID3
* xyz -2 1
Ga -0.071 -0.655 -0.743
F 0.578 -5.487 1.796
C 0.699 -4.814 0.648
F 1.853 -4.164 0.651
F 0.718 -5.706 -0.346
S -0.738 -3.672 0.417
O -0.200 -2.733 -0.575
O -1.784 -4.546 0.000
N -0.974 -3.088 1.839
S -0.642 -1.608 2.356
O 0.303 -0.812 1.569
O -1.620 -0.990 3.207
C 0.533 -2.187 3.673
F 1.028 -1.155 4.365
F -0.081 -2.999 4.547
F 1.567 -2.862 3.157
S -2.319 -0.883 0.298
C -2.739 0.765 0.618
C -3.889 1.026 1.364
C -4.343 2.317 1.588
C -5.531 2.541 2.364
N -6.482 2.717 2.988
C -3.621 3.396 1.049
C -2.454 3.146 0.347
C -1.984 1.847 0.125
S -0.511 1.670 -0.772
C -4.085 4.746 1.212
N -4.463 5.827 1.331
H -4.440 0.191 1.776
H -1.886 3.976 -0.053
F 0.307 -2.291 -3.596
B -0.491 -1.160 -3.737
F -1.204 -1.173 -4.932
F 0.302 0.009 -3.638
F -1.425 -1.106 -2.621
C 3.925 1.860 0.080
Si 3.272 1.051 -1.486
C 2.281 2.296 -2.463
C 4.766 0.569 -2.525
Se 2.290 -0.921 -0.893
H 4.634 2.667 -0.135
H 4.421 1.108 0.698
H 3.094 2.268 0.661
H 2.942 2.956 -3.034
H 1.655 2.899 -1.805
H 1.613 1.778 -3.155
H 5.422 1.428 -2.697
H 4.438 0.178 -3.492
H 5.338 -0.219 -2.027
*
```

***

Record 2
DFT (ωB97M-V with the def2-TZVPD basis set) results for a molecular structure, C13H11BN3O6S2W in a non-equilibrium geometry.

Calculated values
largest force on an atom: 2.2 eV/A
HOMO: -19.7 eV
energy above the lowest of the compared OMol25 structures with the same formula, charge and spin: 2.881 eV
Kohn-Sham gap: 5.0843 eV

ORCA input file:
```
! wB97M-V def2-TZVPD RIJCOSX def2/J DEFGRID3
* xyz 3 1
W 0.584 -0.015 0.499
O -1.208 0.006 -2.907
S -0.737 0.598 -1.732
O -1.202 0.038 -0.377
O 0.797 0.219 -1.432
C -1.201 2.268 -1.515
C -1.743 2.884 -2.617
C -2.442 4.094 -2.443
C -2.626 4.627 -1.190
C -2.056 4.021 -0.053
C -1.350 2.854 -0.209
S -0.295 2.423 1.124
O -0.119 3.427 2.078
O 0.917 1.934 0.297
O -0.494 0.979 1.784
H -1.673 2.424 -3.597
H -2.858 4.589 -3.311
H -3.189 5.543 -1.066
H -2.132 4.495 0.920
B 4.435 -0.378 2.823
C 3.216 -0.348 2.106
N 2.173 -0.272 1.457
H 4.350 -1.089 3.828
H 5.252 -0.919 2.058
H 4.712 0.796 3.072
N 0.528 -5.465 -2.984
C 0.353 -4.889 -2.006
C 0.119 -4.145 -0.804
C -0.514 -4.711 0.309
C -0.719 -3.941 1.449
C -0.290 -2.641 1.459
N 0.315 -2.092 0.370
C 0.519 -2.829 -0.748
H -0.836 -5.745 0.277
H -1.194 -4.354 2.328
H -0.404 -2.022 2.343
H 1.012 -2.364 -1.588
*
```

***

Record 3
DFT (ωB97M-V with the def2-TZVPD basis set) results for 2 unconnected molecules or ions with the total composition C13H11F3NO7S3 in a non-equilibrium geometry.

Calculated values
largest force on an atom: 5.4 eV/A
HOMO: -3.3 eV
energy above the lowest of the compared OMol25 structures with the same formula, charge and spin: 0.000 eV
Kohn-Sham gap: 5.9691 eV

ORCA input file:
```
! wB97M-V def2-TZVPD RIJCOSX def2/J DEFGRID3
* xyz -1 1
F 2.390 -0.950 1.878
C 1.356 -0.292 2.473
F 0.497 -1.220 2.969
F 1.872 0.382 3.551
S 0.623 0.916 1.286
N -1.065 0.401 1.515
C -1.873 1.049 2.474
O -1.579 2.047 3.095
C -3.135 0.214 2.604
C -2.798 -1.101 1.949
C -1.447 -0.924 1.255
O -0.809 -1.787 0.671
H -3.393 0.140 3.667
H -3.970 0.689 2.071
H -2.676 -1.909 2.683
H -3.565 -1.394 1.225
C 4.113 1.815 1.795
O 2.741 2.225 1.243
C 2.391 2.593 0.024
S 1.239 3.951 -0.202
O -0.097 3.493 -0.509
O 1.463 4.948 0.831
C 1.967 4.683 -1.682
C 3.020 3.986 -2.244
C 3.748 4.534 -3.306
C 3.363 5.773 -3.832
C 2.287 6.479 -3.262
C 1.625 5.955 -2.146
S 3.446 2.446 -1.399
O 4.826 2.633 -0.984
O 3.081 1.314 -2.224
H 4.681 2.728 2.056
H 3.854 1.252 2.711
H 4.608 1.206 1.034
H 4.613 4.000 -3.694
H 3.934 6.214 -4.650
H 2.003 7.454 -3.658
H 0.869 6.538 -1.621
*
```

***

Record 4
DFT (ωB97M-V with the def2-TZVPD basis set) results for C13H11NO in the gas phase in a non-equilibrium geometry.

Calculated values
largest force on an atom: 4.4 eV/A
HOMO: -8.1 eV
energy above the lowest of the compared OMol25 structures with the same formula, charge and spin: 5.374 eV
Kohn-Sham gap: 8.8676 eV

ORCA input file:
```
! wB97M-V def2-TZVPD RIJCOSX def2/J DEFGRID3
* xyz 0 1
C -2.451 -1.444 -0.895
C -1.734 -2.046 0.350
C -2.165 -0.690 1.063
C -2.607 -0.273 -0.271
C -0.736 -0.247 0.840
C -0.324 -1.453 0.435
C 0.887 2.577 0.368
C -0.303 2.434 0.972
C 2.022 -0.826 0.135
C -2.392 1.124 -0.607
C 0.771 1.227 -0.416
C -0.560 1.106 0.463
C 3.347 -1.507 0.474
N 1.941 0.410 -0.058
O 1.017 -1.753 0.025
H -2.629 -1.969 -1.725
H -1.947 -3.057 0.561
H -2.676 -0.599 2.007
H 1.729 3.203 0.367
H -0.758 2.936 1.732
H -2.093 1.272 -1.644
H -3.031 1.862 -0.133
H 0.643 1.354 -1.527
H 3.210 -2.485 0.656
H 3.874 -0.926 1.154
H 4.002 -1.524 -0.411
*
```

***

Record 5
DFT (ωB97M-V with the def2-TZVPD basis set) results for a molecular structure, C13H12AsBrF5N3RhS5 in a non-equilibrium geometry.

Calculated values
largest force on an atom: 3.1 eV/A
HOMO (alpha / beta): -2.6 / -2.6 eV
energy above the lowest of the compared OMol25 structures with the same formula, charge and spin: 2.939 eV
Kohn-Sham gap (alpha / beta): 4.1735 / 4.1744 eV

ORCA input file:
```
! wB97M-V def2-TZVPD RIJCOSX def2/J DEFGRID3
* xyz -1 1
Rh -0.388 -0.216 0.062
S -2.427 -4.268 -1.889
As -0.790 -3.166 -1.113
S -0.576 -1.217 -2.132
S 1.833 -0.734 -0.027
S -1.206 -2.497 0.945
N -0.157 0.502 2.358
C -0.385 1.920 2.594
C 0.470 2.723 1.609
N 0.168 2.310 0.242
H -0.757 -0.084 2.934
H 0.813 0.266 2.572
H -0.134 2.224 3.623
H -1.446 2.125 2.422
H 1.522 2.502 1.811
H 0.305 3.799 1.773
H 0.965 2.459 -0.366
H -0.620 2.834 -0.128
Br -5.176 4.151 0.409
C -4.045 2.635 0.178
C -3.974 1.640 1.154
C -3.144 0.564 0.930
N -2.377 0.432 -0.168
C -2.508 1.370 -1.130
C -3.305 2.484 -0.995
H -4.589 1.688 2.039
H -3.096 -0.253 1.639
H -1.953 1.200 -2.046
H -3.379 3.203 -1.796
F 8.328 -1.574 -0.921
C 7.140 -1.100 -0.494
C 6.692 -1.368 0.804
F 7.460 -2.104 1.628
C 5.485 -0.856 1.235
F 5.079 -1.100 2.491
C 4.678 -0.065 0.399
S 3.134 0.545 0.954
C 5.164 0.226 -0.888
F 4.453 1.031 -1.690
C 6.367 -0.286 -1.331
F 6.827 0.014 -2.558
*
```

***

Record 6
DFT (ωB97M-V with the def2-TZVPD basis set) results for 2 unconnected molecules or ions with the total composition C13H12Cl4N2O2S in a non-equilibrium geometry.

Calculated values
largest force on an atom: 2.5 eV/A
HOMO: -7.9 eV
SMILES string: O=C1C(=O)C(Cl)=C(Cl)C(Cl)=C1Cl.C1CN=C2SCCCN2C1
energy above the lowest of the compared OMol25 structures with the same formula, charge and spin: 0.000 eV
Kohn-Sham gap: 5.7841 eV

ORCA input file:
```
! wB97M-V def2-TZVPD RIJCOSX def2/J DEFGRID3
* xyz 0 1
O -1.005 -2.447 2.417
C -0.413 -1.372 2.424
C 1.136 -1.353 2.496
O 1.761 -2.410 2.480
C 1.785 -0.047 2.620
Cl 3.478 -0.075 2.746
C 1.070 1.140 2.652
Cl 1.891 2.633 2.779
C -0.367 1.121 2.608
Cl -1.219 2.601 2.679
C -1.067 -0.075 2.519
Cl -2.766 -0.116 2.494
C -2.365 -3.559 -2.182
C -1.471 -3.093 -1.054
N -2.186 -3.039 0.223
C -3.099 -3.924 0.449
S -3.545 -3.973 2.146
C -4.852 -5.194 2.241
C -5.537 -5.509 0.931
C -4.526 -5.853 -0.139
N -3.702 -4.714 -0.493
C -3.049 -4.852 -1.794
H -3.120 -2.793 -2.391
H -1.785 -3.723 -3.094
H -0.587 -3.755 -0.988
H -1.119 -2.069 -1.223
H -5.574 -4.792 2.957
H -4.375 -6.084 2.664
H -6.166 -4.671 0.609
H -6.188 -6.378 1.081
H -5.046 -6.170 -1.052
H -3.890 -6.689 0.202
H -3.817 -5.136 -2.523
H -2.305 -5.667 -1.743
*
```